{
  "formula": "C23H25Cl3NO6PtS",
  "method": "the ωB97M-V functional and the def2-TZVPD basis",
  "species": ["C", "C", "C", "C", "H", "H", "C", "H", "C", "N", "Cl", "C", "Cl", "H", "O", "C", "H", "H", "H", "C", "H", "C", "H", "H", "H", "O", "H", "H", "H", "C", "C", "H", "H", "C", "H", "O", "H", "O", "C", "H", "C", "C", "H", "Cl", "H", "H", "H", "H", "O", "C", "C", "C", "C", "O", "S", "C", "Pt", "H", "C", "C"],
  "positions_angstrom": [[-2.424, -0.194, 1.850], [3.227, -2.068, -1.211], [2.003, 2.440, -0.648], [-4.793, -0.048, 1.389], [1.188, 3.588, -2.263], [-5.807, 0.043, 1.752], [0.875, -5.366, -0.670], [1.506, 5.739, -1.201], [4.441, -2.828, -1.859], [-0.918, -0.448, 0.035], [5.940, -1.949, -1.587], [2.664, 6.178, 1.332], [4.572, -4.417, -1.103], [0.421, 0.445, 1.792], [-0.188, -3.367, -1.418], [-3.261, -0.266, -0.475], [2.540, 7.126, -0.344], [-0.570, 1.750, 2.459], [-1.950, -2.234, -1.949], [-2.023, 0.454, -2.609], [-4.075, -0.096, -2.401], [1.822, 4.849, -0.667], [2.847, 1.594, 1.136], [-3.697, -2.504, -1.952], [-3.929, -0.021, 3.340], [2.640, 7.325, 0.596], [3.196, 3.785, 2.224], [0.190, -5.943, -0.052], [1.895, -5.536, -0.329], [-0.738, -1.669, 2.963], [-0.188, 0.749, 2.644], [-0.018, -1.722, 3.778], [-1.030, 0.039, -2.409], [2.743, 3.723, 1.247], [0.453, 0.777, 3.524], [3.377, -1.616, -0.092], [-0.223, -1.926, 2.037], [2.905, 6.250, 2.514], [-3.728, -0.079, 2.278], [-1.523, -2.402, 3.142], [2.398, 4.923, 0.611], [2.553, 2.507, 0.641], [-2.167, 0.468, -3.689], [4.191, -3.029, -3.591], [-5.371, -0.118, -0.665], [-2.055, 1.476, -2.236], [0.766, -5.676, -1.705], [-2.871, -1.982, -3.429], [2.227, -2.013, -1.952], [-2.897, -1.879, -2.346], [-3.113, -0.409, -1.972], [-2.138, -0.315, 0.435], [-1.320, -0.254, 2.877], [0.980, -3.249, 0.433], [1.963, 0.955, -1.536], [1.626, 3.634, -1.278], [0.656, -1.150, -0.722], [-1.781, -0.019, 3.846], [0.533, -3.888, -0.543], [-4.539, -0.138, 0.029]],
  "forces_ev_per_a": [[0.312, 0.013, 0.092], [1.508, 0.137, 0.705], [-0.050, 0.062, 0.045], [0.099, -0.047, -0.070], [-0.038, -0.040, -0.109], [-0.071, 0.014, 0.026], [0.023, 0.306, -0.004], [-0.033, 0.053, 0.037], [-0.197, 0.212, -0.108], [0.258, -0.233, -0.007], [0.220, 0.223, 0.060], [0.097, 0.343, 0.401], [-0.056, -0.352, 0.193], [0.034, 0.123, 0.084], [-0.291, 0.583, -0.430], [0.176, 0.032, -0.307], [0.010, -0.101, 0.165], [0.002, 0.129, -0.017], [0.016, -0.124, -0.013], [0.042, -0.157, 0.142], [0.101, 0.004, 0.118], [0.207, 0.270, 0.392], [0.051, -0.126, -0.008], [-0.062, -0.078, 0.007], [0.086, 0.039, 0.059], [0.007, 0.052, 0.019], [0.004, -0.003, 0.151], [-0.050, -0.064, 0.089], [-0.042, -0.022, 0.039], [-0.086, 0.091, -0.085], [-0.093, -0.057, -0.088], [0.082, -0.039, 0.058], [-0.205, 0.228, -0.135], [-0.006, 0.473, 0.056], [0.076, 0.030, 0.065], [0.271, -0.213, 0.199], [0.005, -0.119, 0.098], [-0.091, 0.036, -0.493], [-0.076, 0.012, 0.066], [-0.024, -0.095, 0.017], [-0.120, -0.574, -0.281], [-0.180, -0.046, -0.202], [0.014, 0.039, -0.074], [0.162, -0.142, -0.356], [0.029, 0.018, -0.061], [0.063, 0.107, -0.006], [-0.009, -0.030, -0.032], [0.002, -0.050, -0.130], [-1.491, 0.122, -0.310], [-0.019, 0.160, 0.117], [0.017, -0.068, -0.232], [-1.663, 0.387, 0.642], [0.186, -0.082, 0.140], [0.335, 0.825, 0.407], [-0.408, -0.933, -0.089], [-0.037, -0.133, 0.083], [1.129, -0.238, -0.894], [-0.015, -0.010, -0.156], [-0.137, -0.955, -0.127], [-0.073, 0.005, 0.053]],
  "lowdin_charge": [-0.12, -0.93, -0.68, -0.07, 0.09, 0.10, 0.00, 0.11, -1.52, 0.00, 0.59, -0.49, 0.60, 0.04, -0.08, -0.12, 0.08, 0.08, 0.04, -0.08, 0.12, -0.04, 0.11, 0.08, 0.11, 0.09, 0.12, 0.08, 0.05, -0.05, -0.07, 0.08, 0.02, -0.02, 0.08, -0.04, 0.04, 0.09, -0.05, 0.08, -0.16, -0.10, 0.08, 0.60, 0.11, 0.08, 0.08, 0.08, -0.24, -0.05, -0.38, -0.25, -0.38, -0.07, 0.65, -0.12, 1.19, 0.13, -0.74, -0.05],
  "multiplicity": 5,
  "lumo_energy_ev": [2.46, 0.67],
  "gap_ev": [6.92, 5.93],
  "max_force_ev_per_a": 1.8,
  "total_charge": -1
}